#one
C40H41IMoN5O8SSi | wB97M-V/def2-TZVPD

Geometry (Å):
Mo1 0.126 -1.546 -0.319
I1 -1.042 -3.803 -3.494
C1 -1.458 -5.037 -1.833
C2 -1.835 -6.295 -2.237
C3 -2.283 -7.244 -1.314
C4 -2.408 -6.881 -0.009
C5 -1.993 -5.608 0.439
C6 -2.125 -5.331 1.814
C7 -1.585 -4.198 2.335
C8 -0.897 -3.322 1.493
C9 -0.831 -3.437 0.113
C10 -1.421 -4.628 -0.460
H1 -1.793 -6.549 -3.287
H2 -2.532 -8.245 -1.646
H3 -2.821 -7.569 0.721
H4 -2.634 -6.054 2.442
H5 -1.664 -3.983 3.394
H6 -0.418 -2.481 1.975
O1 -1.571 -0.598 1.629
N1 -2.820 -0.014 1.227
C11 -2.845 2.540 0.757
C12 -4.348 2.472 0.637
C13 -5.022 1.455 0.068
C14 -4.432 0.268 -0.489
C15 -3.256 -0.288 -0.062
S1 -2.395 -1.351 -1.132
H7 -2.595 3.411 1.366
H8 -4.891 3.332 1.013
H9 -6.095 1.583 -0.073
H10 -4.862 -0.135 -1.398
C16 -0.678 5.834 0.278
O2 0.428 5.345 1.035
C17 1.501 4.969 0.261
C18 2.414 5.926 -0.141
C19 3.536 5.575 -0.879
C20 3.751 4.235 -1.177
C21 2.845 3.270 -0.778
C22 1.674 3.621 -0.089
N2 0.739 2.674 0.315
C23 0.380 1.538 -0.370
N3 0.690 1.540 -1.684
C24 0.964 0.473 -2.551
C25 0.899 -0.878 -2.191
C26 1.439 -1.752 -3.153
C27 1.918 -1.349 -4.380
C28 1.893 -0.005 -4.738
C29 1.424 0.897 -3.810
O3 1.381 2.267 -4.025
C30 2.209 2.772 -5.041
N4 -0.303 0.569 0.168
C31 -0.862 0.724 1.506
C32 0.091 1.098 2.559
C33 -0.373 1.510 3.798
C34 -1.749 1.715 4.034
C35 -2.674 1.639 3.027
C36 -2.308 1.352 1.597
O4 -2.163 2.858 -0.474
C37 -2.576 2.354 -1.735
H11 -1.398 6.216 1.000
H12 -1.136 5.036 -0.310
H13 -0.364 6.648 -0.386
H14 2.233 6.958 0.136
H15 4.240 6.333 -1.197
H16 4.642 3.935 -1.714
H17 3.038 2.226 -0.986
H18 0.242 2.844 1.183
H19 1.028 2.419 -2.040
H20 1.491 -2.808 -2.929
H21 2.310 -2.081 -5.077
H22 2.251 0.318 -5.706
H23 2.225 3.854 -4.917
H24 1.827 2.537 -6.040
H25 3.227 2.378 -4.955
H26 1.136 0.906 2.371
H27 0.333 1.676 4.606
H28 -2.077 1.945 5.044
H29 -3.735 1.775 3.204
H30 -3.649 2.487 -1.887
H31 -2.311 1.305 -1.877
H32 -2.032 2.953 -2.471
C38 2.667 -3.697 2.348
Si1 2.124 -1.887 2.555
C39 3.651 -0.912 3.134
C40 0.945 -1.916 4.065
O5 1.498 -1.219 1.252
H33 2.934 -4.138 3.314
H34 3.529 -3.791 1.684
H35 1.860 -4.292 1.915
H36 4.187 -1.473 3.907
H37 3.362 0.053 3.560
H38 4.338 -0.724 2.305
H39 1.462 -1.615 4.981
H40 0.533 -2.916 4.234
H41 0.106 -1.229 3.921
O6 3.667 -3.784 -0.934
N5 2.911 -2.814 -0.820
O7 1.649 -3.084 -0.652
O8 3.315 -1.657 -0.853

Computed properties:
gap between HOMO and LUMO (spin up / spin down)	0.1271 / 0.2087	hartree
2S+1	4
<S²>	3.788
total charge	-2
HOMO (spin up / spin down)	0.4 / -1.8	eV

Here are the Mulliken charges for atoms 1 to 4, given in e: -2.164, 0.024, -0.294, -0.564

=====

#two
C40H41IMoN5O8SSi | wB97M-V/def2-TZVPD

Geometry (Å):
Mo1 0.330 -0.289 0.338
I1 -2.537 1.717 1.953
C1 -3.234 -0.231 2.219
C2 -4.577 -0.389 2.446
C3 -5.087 -1.620 2.902
C4 -4.216 -2.621 3.218
C5 -2.824 -2.468 3.007
C6 -1.932 -3.466 3.478
C7 -0.590 -3.279 3.349
C8 -0.106 -2.191 2.587
C9 -0.917 -1.251 1.977
C10 -2.303 -1.302 2.374
H1 -5.241 0.456 2.320
H2 -6.153 -1.735 3.060
H3 -4.570 -3.546 3.663
H4 -2.344 -4.340 3.972
H5 0.116 -3.991 3.763
H6 0.969 -2.137 2.448
O1 0.616 1.430 1.422
N1 1.675 2.197 1.222
C11 1.836 3.186 2.122
C12 2.865 4.076 2.019
C13 3.750 3.941 0.947
C14 3.566 2.928 0.045
C15 2.509 2.011 0.176
S1 2.270 0.715 -0.909
H7 1.084 3.185 2.893
H8 2.971 4.854 2.761
H9 4.576 4.631 0.826
H10 4.227 2.792 -0.799
C16 3.989 -6.658 -2.998
O2 3.162 -5.523 -2.889
C17 2.074 -5.444 -3.712
C18 1.752 -6.371 -4.682
C19 0.601 -6.197 -5.454
C20 -0.212 -5.107 -5.230
C21 0.104 -4.174 -4.246
C22 1.253 -4.318 -3.479
N2 1.672 -3.459 -2.469
C23 0.950 -2.387 -1.941
N3 0.497 -1.517 -2.847
C24 -0.470 -0.493 -2.690
C25 -0.801 0.087 -1.463
C26 -1.734 1.133 -1.549
C27 -2.304 1.544 -2.736
C28 -1.959 0.940 -3.941
C29 -1.026 -0.075 -3.906
O3 -0.582 -0.747 -5.042
C30 -0.707 -0.057 -6.264
N4 0.768 -2.263 -0.663
C31 1.276 -3.339 0.133
C32 2.561 -3.213 0.656
C33 3.133 -4.220 1.415
C34 2.420 -5.391 1.624
C35 1.143 -5.530 1.110
C36 0.542 -4.506 0.379
O4 -0.726 -4.779 -0.026
C37 -1.616 -3.745 -0.438
H11 4.776 -6.529 -2.259
H12 4.433 -6.733 -3.995
H13 3.432 -7.574 -2.779
H14 2.386 -7.230 -4.844
H15 0.352 -6.925 -6.216
H16 -1.111 -4.965 -5.814
H17 -0.555 -3.334 -4.081
H18 2.338 -3.862 -1.826
H19 0.805 -1.661 -3.795
H20 -1.957 1.702 -0.666
H21 -2.995 2.379 -2.734
H22 -2.387 1.276 -4.875
H23 -0.064 -0.569 -6.980
H24 -0.387 0.983 -6.161
H25 -1.738 -0.077 -6.633
H26 3.080 -2.274 0.505
H27 4.108 -4.063 1.856
H28 2.845 -6.193 2.217
H29 0.559 -6.425 1.285
H30 -2.606 -4.195 -0.401
H31 -1.409 -3.416 -1.459
H32 -1.580 -2.889 0.236
C38 -1.999 5.753 -1.255
Si1 -0.211 5.114 -1.008
C39 0.572 6.393 0.182
C40 0.631 5.494 -2.682
O5 -0.115 3.619 -0.554
H33 -2.042 6.838 -1.406
H34 -2.616 5.502 -0.387
H35 -2.453 5.272 -2.127
H36 0.406 7.421 -0.158
H37 1.650 6.227 0.262
H38 0.151 6.293 1.187
H39 0.511 6.541 -2.985
H40 0.202 4.858 -3.462
H41 1.700 5.271 -2.627
O6 4.190 -1.227 3.454
N5 3.296 -0.425 3.125
O7 2.983 0.517 3.865
O8 2.712 -0.580 2.022

Computed properties:
gap between HOMO and LUMO (spin up / spin down)	0.1970 / 0.2197	hartree
2S+1	4
<S²>	3.777
total charge	-2
HOMO (spin up / spin down)	-1.8 / -2.5	eV

Here are the Mulliken charges for atoms 1 to 4, given in e: -1.270, 0.120, -0.189, -0.485

=====

Quick ranking, most stable first: #two, #one.

=====

#one
C4H8ClN3 | wB97M-V/def2-TZVPD

Geometry (Å):
C1 -0.047 1.020 -1.236
C2 -0.434 0.273 0.034
C3 -0.077 -2.084 0.660
C4 0.253 2.504 -1.037
N1 1.114 0.221 -1.694
N2 0.184 -1.009 -0.216
N3 1.193 -0.867 -1.062
Cl1 -0.995 3.261 0.007
H1 -0.782 1.143 -2.009
H2 -0.004 0.803 0.877
H3 -1.430 0.076 0.127
H4 -1.101 -2.539 0.588
H5 0.571 -3.059 0.424
H6 0.045 -1.803 1.815
H7 0.389 2.888 -2.019
H8 1.236 2.741 -0.665

Computed properties:
gap between HOMO and LUMO	0.3555	hartree
SMILES	CN1C[C@@H](CCl)N=N1
HOMO	-8.9	eV

Here are the Mulliken charges for atoms 1 to 4, given in e: 0.217, -0.730, -0.774, -0.802

=====

#two
C4H8ClN3 | wB97M-V/def2-TZVPD

Geometry (Å):
C1 0.035 2.381 -2.503
C2 0.490 0.526 -0.817
C3 0.319 -0.354 0.292
C4 -0.966 -0.497 0.988
H1 1.246 2.436 -2.321
H2 -0.494 3.313 -2.469
H3 -0.154 2.055 -3.684
H4 -1.336 1.743 -0.871
H5 1.493 0.234 -1.311
H6 -0.873 1.407 2.022
H7 -2.413 0.449 1.667
H8 -2.088 -1.834 1.959
N1 -0.403 1.394 -1.340
N2 -1.565 0.744 1.142
N3 -1.138 -1.661 1.561
Cl1 1.594 -1.499 0.453

Computed properties:
gap between HOMO and LUMO	0.2825	hartree
HOMO	-7.4	eV

Here are the Mulliken charges for atoms 1 to 4, given in e: -0.731, -0.213, 0.076, 0.372

=====

Quick ranking, most stable first: #one, #two.

=====

#one
C6H16O2 | wB97M-V/def2-TZVPD

Geometry (Å):
C1 0.699 -0.441 -1.810
O1 1.123 -1.769 -1.734
C2 1.652 0.498 -1.018
C3 1.536 0.362 0.520
C4 0.130 0.209 1.117
C5 0.096 -0.159 2.565
C6 -0.774 1.475 0.843
H1 -0.319 -0.134 -1.492
H2 0.569 -0.128 -2.849
H3 1.161 -2.005 -0.789
H4 1.536 1.520 -1.397
H5 2.657 0.266 -1.385
H6 2.140 -0.505 0.803
H7 2.002 1.267 0.916
H8 -0.418 -0.521 0.515
H9 -0.758 -0.773 2.868
H10 -0.003 0.676 3.266
H11 1.019 -0.649 2.906
H12 -0.151 2.218 0.333
H13 -1.082 1.967 1.764
H14 -1.575 1.188 0.173
H15 -3.253 -0.285 0.278
H16 -3.772 0.633 -0.894
O2 -3.648 -0.273 -0.588

Computed properties:
gap between HOMO and LUMO	0.3955	hartree
SMILES	CC(C)CCCO.O
HOMO	-10.1	eV

Here are the Mulliken charges for atoms 1 to 4, given in e: -0.341, -0.534, -0.509, -1.253

=====

#two
C6H16O2 | wB97M-V/def2-TZVPD

Geometry (Å):
C1 -0.517 -0.638 2.112
O1 -1.756 -1.192 2.589
C2 -0.713 0.207 0.878
C3 -1.078 -0.589 -0.393
C4 -0.073 -0.320 -1.533
C5 1.270 -1.044 -1.446
C6 2.476 -0.201 -1.849
H1 -0.182 0.035 2.900
H2 0.170 -1.468 1.948
H3 -1.855 -2.055 2.182
H4 0.207 0.792 0.738
H5 -1.360 1.083 0.941
H6 -2.033 -0.246 -0.778
H7 -1.097 -1.662 -0.191
H8 0.104 0.764 -1.498
H9 -0.557 -0.375 -2.514
H10 1.319 -1.370 -0.402
H11 1.178 -1.985 -1.974
H12 2.223 0.562 -2.586
H13 2.790 0.345 -0.965
H14 3.233 -0.836 -2.293
H15 -0.327 2.820 -0.991
H16 0.780 2.725 0.079
O2 0.114 3.312 -0.295

Computed properties:
gap between HOMO and LUMO	0.4084	hartree
SMILES	CCCCCCO.O
HOMO	-10.3	eV

Here are the Mulliken charges for atoms 1 to 4, given in e: -0.745, -0.549, -0.051, -0.727

=====

#three
C6H16O2 | wB97M-V/def2-TZVPD

Geometry (Å):
C1 -1.616 0.072 0.395
C2 1.441 -2.180 -0.882
C3 -1.845 -1.392 0.596
C4 -1.166 0.862 1.360
C5 -1.897 0.572 -0.987
O1 0.987 -0.897 -1.223
H1 2.511 -2.296 -1.088
H2 0.889 -2.891 -1.495
H3 1.261 -2.404 0.176
H4 -1.911 1.658 -1.023
H5 -1.477 -1.723 1.564
H6 -2.912 -1.611 0.536
H7 -1.345 -1.953 -0.190
H8 -1.050 1.925 1.215
H9 0.953 0.902 1.084
H10 -0.969 0.491 2.353
H11 -1.117 0.207 -1.655
H12 -2.851 0.189 -1.345
C6 2.138 2.203 0.230
O2 1.864 0.919 0.742
H13 1.431 -0.258 -0.636
H14 1.440 2.472 -0.568
H15 2.095 2.961 1.016
H16 3.146 2.172 -0.176

Computed properties:
gap between HOMO and LUMO	0.3833	hartree
SMILES	C=C(C)C.CO.CO
HOMO	-9.5	eV

Here are the Mulliken charges for atoms 1 to 4, given in e: 1.391, -0.716, -1.254, -1.590

=====

Quick ranking, most stable first: #two, #one, #three.

=====

#one
C4H12BN | wB97M-V/def2-TZVPD

Geometry (Å):
B1 2.489 -0.217 -0.165
C1 -0.712 -2.035 -0.109
C2 -0.890 1.951 -0.134
C3 -0.925 -0.572 0.466
C4 -0.539 0.514 -0.459
N1 1.424 0.531 0.254
H1 3.394 -0.195 0.610
H2 2.455 -0.711 -1.269
H3 -0.928 -2.776 0.678
H4 -1.136 -2.100 -1.123
H5 0.335 -2.052 -0.157
H6 -2.060 2.163 -0.438
H7 -0.861 2.063 0.971
H8 -0.485 2.725 -0.779
H9 -2.079 -0.330 0.563
H10 -0.498 -0.332 1.496
H11 -0.400 0.470 -1.548
H12 1.418 0.903 1.145

Computed properties:
gap between HOMO and LUMO	0.3733	hartree
HOMO	-9.3	eV

Here are the Mulliken charges for atoms 1 to 4, given in e: 0.102, -1.031, -1.235, -0.165

=====

#two
C4H12BN | wB97M-V/def2-TZVPD

Geometry (Å):
B1 -1.034 -0.201 0.267
C1 -1.866 -1.075 1.194
C2 -1.564 0.841 -0.809
C3 1.436 -0.489 -1.164
C4 2.070 0.808 0.761
N1 1.412 -0.330 0.286
H1 -1.692 -0.866 2.295
H2 -1.462 -2.102 1.161
H3 -2.967 -1.124 0.776
H4 -0.983 1.032 -1.722
H5 -1.985 1.769 -0.303
H6 -2.497 0.352 -1.145
H7 1.511 0.361 -1.759
H8 2.302 -1.275 -1.352
H9 0.410 -1.019 -1.472
H10 2.229 0.849 1.898
H11 3.111 0.721 0.343
H12 1.570 1.747 0.745

Computed properties:
gap between HOMO and LUMO	0.2731	hartree
HOMO	-7.1	eV

Here are the Mulliken charges for atoms 1 to 4, given in e: 0.171, -0.773, -0.875, -0.871

=====

Quick ranking, most stable first: #one, #two.

=====

#one
C7H8N2O2 | wB97M-V/def2-TZVPD

Geometry (Å):
C1 2.616 0.490 0.475
C2 1.185 -2.090 -1.404
C3 -0.905 0.718 1.409
C4 -1.515 -0.609 1.382
C5 0.171 1.090 0.274
C6 1.278 0.089 0.098
C7 1.032 -0.979 -0.778
N1 2.092 -0.189 1.410
N2 0.004 -1.487 -1.832
O1 -1.368 -1.490 0.499
O2 -0.435 1.323 -0.954
H1 3.456 0.960 0.079
H2 1.541 -3.113 -1.350
H3 -1.794 1.380 1.163
H4 -0.333 0.833 2.290
H5 -2.057 -0.737 2.206
H6 -0.833 -1.732 -1.315
H7 0.557 2.169 0.517
H8 -0.667 0.417 -1.376

Computed properties:
gap between HOMO and LUMO	0.3059	hartree
SMILES	O=CC[C@H](O)[C@@]1(C2=CN2)C=N1
HOMO	-7.7	eV

Here are the Mulliken charges for atoms 1 to 4, given in e: -0.701, -0.493, -0.771, -0.110

=====

#two
C7H8N2O2 | wB97M-V/def2-TZVPD

Geometry (Å):
C1 3.372 -0.539 -0.250
C2 1.567 0.567 0.155
C3 1.369 -0.829 0.003
C4 -2.231 -0.476 -0.075
C5 0.596 1.671 0.332
C6 -0.590 1.362 -0.469
C7 -2.213 -1.851 0.452
N1 2.472 -1.445 -0.344
N2 -1.100 0.156 0.062
O1 -3.241 0.136 -0.360
O2 2.880 0.699 -0.030
H1 4.403 -0.602 -0.663
H2 0.170 1.610 1.329
H3 1.028 2.669 0.207
H4 -1.267 2.291 -0.453
H5 -0.444 1.150 -1.548
H6 -1.531 -2.598 -0.149
H7 -3.298 -2.126 0.352
H8 -1.943 -1.846 1.449

Computed properties:
gap between HOMO and LUMO (spin up / spin down)	0.2250 / 0.2252	hartree
HOMO (spin up / spin down)	-8.9 / -8.9	eV

Here are the Mulliken charges for atoms 1 to 4, given in e: -0.111, 0.497, 0.282, 0.542

=====

Quick ranking, most stable first: #two, #one.